Record 1
C3H7NO2 | the ωB97M-V functional and the def2-TZVPD basis

```
13
Properties=species:S:1:pos:R:3:forces:R:3
C -1.357390 0.342707 0.417666 -0.03 0.00 0.02
C -0.918872 -0.486105 -0.797464 -0.30 -0.07 0.03
O 0.452594 -0.258620 -1.158824 0.14 0.11 -0.02
C 1.365426 -0.539649 -0.174564 0.12 -0.07 0.19
O 1.736586 -1.647702 0.125277 -0.34 0.37 -0.09
N 1.802298 0.613555 0.400295 0.17 -0.03 -0.02
H -1.879023 1.261881 0.134699 0.10 -0.14 -0.03
H -0.483650 0.628972 1.005855 -0.21 -0.06 0.04
H -2.009031 -0.231213 1.081125 0.00 0.04 -0.16
H -1.081855 -1.556103 -0.627405 0.15 0.13 0.00
H -1.470289 -0.193429 -1.693174 0.02 -0.13 0.14
H 2.392305 0.568733 1.212107 0.12 -0.03 -0.14
H 1.450903 1.496974 0.074407 0.06 -0.12 0.06
```
Positions in Å, forces in eV/Å.

Results
2S+1: 1
SMILES: CCOC(N)=O

---

Record 2
C3H7NO2 | the ωB97M-V functional and the def2-TZVPD basis

```
13
Properties=species:S:1:pos:R:3:forces:R:3
C -0.857103 -0.761600 -0.225292 -0.87 -1.40 1.13
C -1.781711 0.415309 0.004745 0.16 -0.18 -0.11
C 1.133993 -0.224204 0.741133 3.04 0.58 0.96
O 0.057022 -0.939727 0.991922 -1.50 0.79 -3.08
O 2.850554 0.776479 -0.289045 -0.21 -0.18 0.44
N 1.671641 0.009237 -0.395106 -0.88 0.03 -0.04
H 3.069238 0.978699 -1.206009 -0.17 -0.15 0.11
H 1.655726 0.058791 1.663424 -0.03 0.14 -0.20
H -1.388277 -1.715267 -0.213619 -0.23 0.20 0.00
H -0.377070 -0.706459 -1.204206 0.64 0.08 0.63
H -2.329310 0.303652 0.942027 0.03 0.06 -0.10
H -2.494598 0.459255 -0.830550 0.13 0.05 0.24
H -1.210107 1.345836 0.020577 -0.10 -0.02 0.02
```
Positions in Å, forces in eV/Å.

Results
2S+1: 1
SMILES: CCO/C=N/O

---

Summary of Kohn-Sham gap in eV
11.2535 10.2165
(order as listed above)
Summary of highest occupied orbital energy in hartree
-0.381 -0.336
(order as listed above)
Summary of relative energy (zero: lowest compared OMol25 entry of this formula, charge and spin) in kJ/mol
68.1 329.0
(order as listed above)